[1]
Computed, not measured: 5 unconnected molecules or ions with the total composition C10H30BrN6O4, with the ωB97M-V functional and the def2-TZVPD basis.

Each line ends with the Mulliken spin population.
Geometry (Å):
Br1 18.7090 -4.9237 -14.5115  0.020
C1 15.5765 -6.8558 -11.2994  -0.071
C2 17.0355 -7.3911 -10.9968  0.102
C3 17.4555 -8.6554 -11.8340  -0.016
O1 16.3849 -9.5593 -11.8165  -0.039
C4 16.2315 -10.3557 -10.7588  0.067
N1 17.8018 -6.3006 -11.4852  -0.208
H1 15.0075 -7.6818 -10.8726  -0.038
H2 15.3113 -6.4611 -12.2801  0.043
H3 15.4561 -5.9769 -10.6661  0.083
H4 17.1516 -7.6084 -9.9350  -0.007
H5 18.2630 -9.2179 -11.3653  0.004
H6 17.7220 -8.3830 -12.8553  0.022
H7 15.4399 -11.0981 -10.8598  -0.024
H8 15.9306 -9.7960 -9.8732  -0.003
H9 17.1649 -10.9053 -10.6367  0.004
H10 17.5532 -6.0608 -12.4344  -0.028
H11 17.5055 -5.4258 -11.0764  0.109
C5 18.8448 -0.9814 -16.4998  0.009
C6 20.2127 -1.4865 -16.0972  0.021
C7 20.5236 -1.2916 -14.6067  -0.119
O2 21.8394 -1.7766 -14.3147  -0.333
C8 22.4805 -1.0885 -13.2716  1.030
N2 20.3649 -2.8888 -16.6472  -0.014
H12 17.9632 -1.5033 -16.1277  0.002
H13 18.6889 -0.8833 -17.5742  0.002
H14 18.6007 -0.0070 -16.0768  -0.011
H15 20.8592 -0.7135 -16.5126  0.007
H16 19.6915 -1.8470 -14.1739  0.000
H17 20.5112 -0.2369 -14.3320  -0.033
H18 21.7622 -0.8655 -12.4828  -0.075
H19 22.8560 -0.1679 -13.7182  0.026
H20 23.3313 -1.6743 -12.9234  -0.273
H21 20.2849 -2.9769 -17.6502  0.001
H22 19.7104 -3.4816 -16.1571  -0.001
C9 18.7568 -3.5768 -10.2226  4.817
O3 17.5504 -3.5692 -10.3483  -1.420
N3 19.6456 -3.4079 -11.1654  -1.759
N4 19.3020 -3.8511 -9.1202  -0.092
H23 19.2845 -3.6448 -12.0784  0.230
H24 20.6456 -3.2903 -11.0868  0.069
H25 18.6566 -3.9678 -8.3521  -0.492
H26 20.2865 -3.6835 -8.9695  -0.711
C10 15.9763 -1.4509 -13.1022  0.214
O4 15.8415 -0.9630 -14.1817  -0.022
N5 16.5362 -2.5870 -12.8857  -0.086
N6 15.6991 -0.7715 -12.0378  -0.027
H27 16.7987 -2.8333 -11.9421  0.059
H28 16.8418 -3.0911 -13.7058  0.018
H29 15.4768 0.2137 -12.0268  -0.059
H30 15.4798 -1.3272 -11.2234  0.001

Cartesian forces (eV/Å) of the 6 atoms listed first:
Br -0.274 0.003 0.005
C 0.333 -1.695 2.200
C -1.108 1.010 -2.985
C -0.764 0.624 1.713
O -1.564 0.416 -3.559
C 0.197 -0.914 1.682

Values from the calculation:
- Net charge: -2
- Electronic energy: -98027.993 eV
- Spin multiplicity: 2


[2]
Computed, not measured: 7 unconnected molecules or ions with the total composition C54H120N7O3, with the ωB97M-V functional and the def2-TZVPD basis.

Each line ends with the Mulliken charge.
Geometry (Å):
N1 0.0025 0.1272 -0.0866  -0.007
O1 0.0583 0.2141 1.0979  0.010
O2 -0.8979 0.7017 -0.7268  -0.581
O3 0.8226 -0.5255 -0.7485  -0.186
C1 -2.6227 10.4274 -0.4410  -1.265
C2 -2.3397 9.4790 0.8037  -0.630
C3 -2.3396 8.0058 0.4893  -0.314
C4 -2.0436 7.2058 1.8202  -0.822
N2 -2.3173 5.6844 1.7082  0.390
C5 -1.6511 4.8328 2.9050  -0.792
C6 -0.8983 3.6898 2.2077  1.182
C7 -1.3634 3.6303 0.7148  0.979
C8 -1.6752 5.1227 0.3927  -1.361
C9 -3.8277 5.3225 1.7823  -1.059
H1 -2.5400 11.5037 -0.2893  0.384
H2 -3.5774 10.1348 -0.8781  0.326
H3 -1.8633 10.1619 -1.1765  0.327
H4 -3.0922 9.6805 1.5661  0.376
H5 -1.4161 9.7823 1.2967  0.380
H6 -1.5982 7.8446 -0.2933  0.348
H7 -3.2811 7.6689 0.0555  0.333
H8 -2.7374 7.4791 2.6152  0.395
H9 -1.0117 7.2914 2.1608  0.369
H10 -2.4358 4.6401 3.6367  0.341
H11 -0.9210 5.5156 3.3397  0.315
H12 -0.8758 2.7420 2.7455  -0.788
H13 0.1213 4.0702 2.1449  -0.053
H14 -2.1485 2.9100 0.4848  0.291
H15 -0.5930 3.2461 0.0462  -0.797
H16 -2.3043 5.3247 -0.4742  0.496
H17 -0.7645 5.7055 0.2552  0.334
H18 -3.9719 4.2678 2.0167  0.382
H19 -4.3429 5.7701 0.9325  0.391
H20 -4.1444 5.8775 2.6654  0.428
C10 3.2855 -1.9966 -1.8955  -0.391
C11 3.8864 -2.9400 -2.9970  -1.119
C12 3.1632 -4.2981 -3.1631  0.422
C13 3.5314 -5.0570 -4.4750  -0.837
N3 2.6603 -6.3541 -4.5784  0.423
C14 2.6919 -7.0064 -6.0034  -0.326
C15 1.2545 -7.3491 -6.3019  -0.757
C16 0.4309 -7.2904 -5.0376  -0.546
C17 1.1680 -6.2389 -4.1073  -0.918
C18 3.3789 -7.3317 -3.6089  -1.152
H21 3.4883 -0.9432 -2.0885  0.076
H22 3.8454 -2.2051 -0.9839  0.413
H23 2.2249 -2.2171 -1.7742  0.003
H24 4.8938 -3.0613 -2.5989  0.436
H25 3.7451 -2.4374 -3.9538  0.334
H26 2.1118 -4.0418 -3.2928  -0.140
H27 3.2956 -4.7857 -2.1972  0.209
H28 4.5647 -5.4035 -4.4918  0.307
H29 3.3707 -4.4267 -5.3496  0.473
H30 3.1937 -7.9740 -6.0024  0.272
H31 3.1257 -6.3152 -6.7261  0.339
H32 1.2046 -8.3615 -6.7026  0.359
H33 0.8932 -6.6244 -7.0315  0.287
H34 0.4436 -8.2901 -4.6034  0.374
H35 -0.5693 -6.9113 -5.2473  0.388
H36 1.1189 -6.2898 -3.0196  0.595
H37 0.8345 -5.3066 -4.5630  0.245
H38 4.2649 -7.6990 -4.1268  0.444
H39 2.7716 -8.2351 -3.5535  0.462
H40 3.4517 -6.9141 -2.6047  0.306
C19 1.4986 4.6045 -4.5393  -1.509
C20 1.0171 4.0524 -3.1446  0.071
C21 2.1647 3.3259 -2.4706  -0.731
C22 1.8430 3.1523 -0.9554  0.213
N4 3.0653 2.9595 0.0052  0.574
C23 2.5744 2.6883 1.4338  0.296
C24 3.5980 1.8111 2.0060  -0.834
C25 4.0024 0.8397 0.8788  0.606
C26 3.7067 1.6000 -0.3930  -0.338
C27 4.1562 4.0109 -0.0187  -0.887
H41 1.8976 3.7411 -5.0718  0.367
H42 2.3856 5.2348 -4.4756  0.391
H43 0.6720 4.9865 -5.1384  0.391
H44 0.1140 3.4515 -3.2520  0.106
H45 0.7478 4.9754 -2.6311  0.238
H46 3.0811 3.8893 -2.6466  0.364
H47 2.3775 2.4062 -3.0155  0.340
H48 1.1439 2.3359 -0.7746  -0.894
H49 1.3598 4.0756 -0.6359  0.558
H50 2.5609 3.5544 2.0955  0.401
H51 1.5881 2.2244 1.4303  -0.407
H52 4.5219 2.3419 2.2356  0.311
H53 3.1636 1.3518 2.8940  0.315
H54 5.0606 0.5801 0.9090  0.481
H55 3.5687 -0.1602 0.8631  -0.823
H56 4.5433 1.7791 -1.0684  0.408
H57 2.9745 1.0433 -0.9778  -0.156
H58 4.8465 3.8407 0.8075  0.314
H59 3.6721 4.9816 0.0884  0.346
H60 4.5659 4.0573 -1.0277  0.405
C28 -6.7033 1.7749 -2.9168  -1.281
C29 -5.3223 2.5101 -3.0490  -0.523
C30 -4.2379 1.7502 -3.8352  -0.328
C31 -3.6226 0.4625 -3.1558  -0.249
N5 -2.6226 -0.3224 -4.0626  0.195
C32 -1.9319 -1.4856 -3.3047  -0.437
C33 -0.5714 -1.7978 -4.0042  0.954
C34 -0.1900 -0.4281 -4.7567  -0.868
C35 -1.3869 0.5361 -4.3898  -0.674
C36 -3.3296 -0.8662 -5.3767  -0.860
H61 -7.0328 1.3711 -3.8741  0.326
H62 -7.5207 2.4134 -2.5817  0.401
H63 -6.6708 0.9432 -2.2131  0.302
H64 -5.0577 2.7279 -2.0143  0.127
H65 -5.5597 3.4740 -3.4991  0.421
H66 -3.3883 2.4164 -3.9851  0.268
H67 -4.6627 1.4346 -4.7881  0.327
H68 -4.4655 -0.2143 -3.0158  0.485
H69 -3.1703 0.6997 -2.1929  -0.075
H70 -2.5852 -2.3540 -3.2214  0.987
H71 -1.5563 -1.0430 -2.3822  -0.556
H72 -0.6498 -2.7031 -4.6062  0.455
H73 0.2395 -2.0359 -3.3158  -1.108
H74 -0.1590 -0.7380 -5.8012  0.361
H75 0.7774 -0.1232 -4.3574  0.404
H76 -1.8090 1.1907 -5.1524  0.618
H77 -1.2656 1.0775 -3.4515  0.220
H78 -2.7650 -1.7368 -5.7102  0.320
H79 -3.5137 -0.0836 -6.1128  0.343
H80 -4.2345 -1.2466 -4.9030  0.410
C37 2.9668 -0.4392 10.3227  -1.396
C38 2.8142 -0.4360 8.7805  -0.483
C39 1.3608 -0.0818 8.2684  -0.703
C40 1.2949 -0.4126 6.7614  -0.634
N6 -0.1539 -0.4424 6.1968  0.569
C41 -0.1365 -0.4053 4.6472  0.936
C42 -1.4547 0.1124 4.2598  -0.550
C43 -1.6474 1.2765 5.1336  -0.101
C44 -0.9902 0.8614 6.4701  -0.866
C45 -0.8740 -1.7166 6.6686  -0.813
H81 2.3415 -1.1412 10.8743  0.361
H82 2.8754 0.5788 10.7014  0.351
H83 3.9527 -0.8153 10.5960  0.405
H84 3.0315 -1.4602 8.4773  0.345
H85 3.5274 0.2279 8.2919  0.323
H86 1.1560 0.9729 8.4524  0.351
H87 0.5895 -0.5003 8.9149  0.425
H88 1.8751 -1.3044 6.5245  0.325
H89 1.6684 0.4861 6.2705  0.424
H90 0.1419 -1.4250 4.3811  -0.786
H91 0.7094 0.2221 4.3663  -0.229
H92 -2.2204 -0.6568 4.3611  0.488
H93 -1.5017 0.4224 3.2159  0.025
H94 -2.7100 1.5190 5.1462  0.542
H95 -0.9390 2.0497 4.8362  0.053
H96 -1.8477 0.4706 7.0179  0.203
H97 -0.4587 1.6449 7.0102  0.384
H98 -0.2525 -2.4834 6.2060  0.306
H99 -1.8688 -1.5672 6.2488  0.454
H100 -0.8134 -1.7252 7.7569  0.286
C46 2.6815 -2.2086 2.8763  -0.235
C47 1.7179 -3.3766 2.9113  -0.759
C48 0.7096 -3.3086 1.7835  1.308
C49 -0.3175 -4.4296 1.7388  -1.394
N7 -1.2855 -4.3216 0.4845  0.568
C50 -2.2855 -5.5010 0.5033  -0.546
C51 -2.4707 -6.0414 -0.8866  -1.015
C52 -1.5929 -5.1631 -1.7897  0.557
C53 -0.5171 -4.5346 -0.9171  -0.499
C54 -2.0399 -2.9917 0.4588  -1.008
H101 3.5413 -2.3848 3.5227  0.488
H102 2.1505 -1.2700 3.0349  -0.248
H103 2.9485 -1.9334 1.8560  -0.148
H104 1.1926 -3.3139 3.8643  0.169
H105 2.3134 -4.2765 2.7574  0.556
H106 1.2012 -3.2574 0.8120  -0.245
H107 0.1565 -2.3717 1.8506  -0.319
H108 -1.0269 -4.4668 2.5655  0.516
H109 0.1253 -5.4243 1.7895  0.381
H110 -3.1656 -5.1343 1.0315  0.428
H111 -1.9023 -6.3225 1.1086  0.405
H112 -3.5184 -6.0608 -1.1869  0.345
H113 -2.1664 -7.0822 -0.7757  0.308
H114 -2.0643 -4.3613 -2.3581  -0.098
H115 -1.0266 -5.7418 -2.5194  -0.075
H116 0.0529 -3.7281 -1.3782  0.070
H117 0.1911 -5.3514 -0.7778  0.492
H118 -1.4706 -2.1469 0.0710  0.143
H119 -2.2786 -2.7941 1.5039  0.323
H120 -2.9273 -3.1017 -0.1645  0.544

Cartesian forces (eV/Å) of the 6 atoms listed first:
N -0.461 -0.095 -3.514
O 0.400 0.230 3.906
O -1.138 0.725 -0.331
O 1.044 -0.857 -0.055
C 0.708 -1.842 0.408
C -0.804 2.030 -0.043

Values from the calculation:
- Net charge: +5
- Energy relative to the best compared isomer or geometry (same formula, charge and spin): 3.7817 eV
- Spin multiplicity: 1


[3]
Computed, not measured: 2 unconnected molecules or ions with the total composition C10H20N2O2, with the ωB97M-V functional and the def2-TZVPD basis.

Each line ends with the Mulliken charge.
Geometry (Å):
H1 -0.3558 1.3097 -2.3106  0.306
N1 0.2886 1.1114 -1.5928  -0.792
C1 -0.1666 0.3169 -0.7039  1.341
C2 -1.6415 -0.1539 -0.5661  -0.722
C3 -1.6897 -1.7148 -0.8144  -0.718
C4 -0.8628 -2.2345 0.3669  -1.213
C5 0.6713 -1.8413 0.2116  2.082
C6 1.4915 -2.4764 1.3361  -1.993
C7 1.2064 -2.1677 -1.1862  -1.785
C8 0.7173 -0.3104 0.3048  -2.324
H2 -2.2613 0.4526 -1.2423  0.536
H3 -1.9066 -0.2372 0.5564  0.147
H4 -1.0945 -1.9434 -1.6960  0.234
H5 -2.6781 -2.2066 -0.8885  0.373
H6 -1.1578 -1.7350 1.3109  0.426
H7 -0.9679 -3.3169 0.5601  0.441
H8 1.5373 -1.8801 2.2736  0.316
H9 2.4756 -2.4882 0.9264  0.491
H10 1.1987 -3.4726 1.5293  0.429
H11 2.0925 -1.6653 -1.4213  0.451
H12 0.4491 -1.8923 -1.9158  0.363
H13 1.5192 -3.2098 -1.3183  0.403
H14 0.3284 0.0471 1.2224  0.826
H15 1.7213 -0.0029 0.1904  0.373
C9 -0.1174 4.0191 -0.4538  -1.333
C10 -0.8657 2.9045 0.2188  -0.239
N2 -0.1645 2.3904 1.1336  0.800
O1 -0.5903 1.5781 2.0238  -0.813
O2 1.2082 2.7454 1.4515  -0.472
H16 -0.7810 4.4927 -1.2774  0.309
H17 0.7310 3.7389 -1.0416  0.363
H18 0.1942 4.6436 0.3061  0.397
H19 -1.8446 2.6447 0.0947  0.614
H20 1.3154 2.5542 2.4117  0.382

Cartesian forces (eV/Å) of the 6 atoms listed first:
H -1.446 0.656 -0.846
N 1.288 -1.353 0.954
C -0.910 -0.396 -0.902
C 0.239 -1.275 0.712
C 0.713 0.480 0.457
C 1.031 -0.557 0.335

Values from the calculation:
- Energy relative to the best compared isomer or geometry (same formula, charge and spin): 7.0490 eV
- Spin multiplicity: 1
- Structure (SMILES): [H]/N=C1\CCCC(C)(C)C1.C/C=[N+](/[O-])O


[4]
Computed, not measured: 2 unconnected molecules or ions with the total composition C3H10N2O, with the ωB97M-V functional and the def2-TZVPD basis.

Each line ends with the Mulliken charge.
Geometry (Å):
C1 0.9326 1.4045 -0.0460  -1.128
C2 1.1501 -0.1202 0.0233  0.729
N1 2.4580 -0.4873 -0.2144  -0.516
O1 0.3148 -0.9493 0.1496  -0.541
H1 0.1310 1.6579 -0.7771  0.326
H2 1.8827 1.8750 -0.4026  0.292
H3 0.7445 1.7138 1.0403  0.270
H4 2.6355 -1.4276 -0.0011  0.258
H5 3.2822 0.1467 0.0896  0.236
C3 -1.9021 0.0315 0.5968  0.098
N2 -2.6517 0.0138 -0.6401  -0.622
H6 -2.5158 0.6332 1.3261  0.345
H7 -1.7205 -0.9194 1.1736  0.231
H8 -0.9227 0.4733 0.4383  -0.465
H9 -2.2567 -0.7409 -1.2254  0.234
H10 -3.5060 -0.3978 -0.3218  0.251

Cartesian forces (eV/Å) of the 6 atoms listed first:
C 0.703 0.114 0.701
C 2.133 1.777 -1.104
N 2.269 2.556 0.834
O -0.446 -2.068 -0.066
H 0.414 -0.077 0.946
H -0.827 -0.274 0.389

Values from the calculation:
- Energy relative to the best compared isomer or geometry (same formula, charge and spin): 1.5365 eV
- Spin multiplicity: 1
- Structure (SMILES): CC(N)=O.CN


[5]
Computed, not measured: 2 unconnected molecules or ions with the total composition C5H12OS, with the ωB97M-V functional and the def2-TZVPD basis.

Each line ends with the Mulliken charge.
Geometry (Å):
C1 1.1359 0.3653 -1.1314  -1.640
C2 0.8935 0.4988 1.4029  -1.393
C3 -0.2260 -1.4070 0.2170  -2.115
C4 -1.1163 0.9225 0.0336  -0.182
C5 0.0964 0.0520 0.1426  1.765
O1 -2.2813 0.5156 0.6602  -0.453
S1 -0.9144 2.5570 -0.5729  -0.228
H1 0.5478 0.5342 -1.9936  0.494
H2 1.6707 -0.5671 -1.4123  0.365
H3 1.8936 1.1966 -1.0491  0.324
H4 0.1813 0.4904 2.2561  0.334
H5 1.4652 1.4854 1.3215  0.357
H6 1.5964 -0.3426 1.5920  0.398
H7 -0.1972 -1.7884 1.2254  0.511
H8 -1.2114 -1.5806 -0.1125  0.474
H9 0.4513 -2.0025 -0.2544  0.479
H10 -2.0304 -0.2403 -2.1870  -0.009
H11 -2.1053 -0.3039 1.1583  0.362
H12 -2.2971 2.8223 -0.8891  0.156

Cartesian forces (eV/Å) of the 6 atoms listed first:
C -0.118 -1.018 1.107
C 0.381 -0.478 0.525
C -1.235 0.993 1.871
C -0.983 -0.967 -1.440
C 2.926 2.599 -1.278
O 0.836 0.677 0.308

Values from the calculation:
- Energy relative to the best compared isomer or geometry (same formula, charge and spin): 5.3177 eV
- Spin multiplicity: 1


[6]
Computed, not measured: a molecular structure, C19H13ClIN3O3PdS2, with the ωB97M-V functional and the def2-TZVPD basis.

Each line ends with the Mulliken charge.
Geometry (Å):
Pd1 -0.0904 0.5059 -0.9617  0.757
Cl1 6.0968 1.5324 -3.6315  -0.260
C1 4.4317 1.6827 -3.1609  0.366
C2 3.7896 2.8812 -3.3107  -0.491
C3 2.4512 3.0435 -2.9216  -0.454
I1 1.5168 4.8803 -3.1589  0.097
C4 1.7246 1.9939 -2.3816  1.247
O1 0.4693 2.0669 -2.0381  -0.724
C5 2.4083 0.7451 -2.2422  -0.261
N1 1.6663 -0.2751 -1.6963  -0.472
C6 2.2435 -1.4335 -1.4722  -0.077
C7 3.5886 -1.6787 -1.7913  -0.933
C8 4.3368 -0.6918 -2.3657  -0.564
C9 3.7568 0.5705 -2.6091  0.439
H1 4.3253 3.7222 -3.7288  0.397
H2 1.6303 -2.2034 -1.0320  0.361
H3 4.0101 -2.6506 -1.5792  0.399
H4 5.3732 -0.8567 -2.6258  0.422
O2 -2.7995 -0.6773 3.6060  -0.680
C10 -2.7619 0.6668 3.5973  0.339
C11 -3.3455 1.3264 4.6796  -0.659
C12 -3.3448 2.7044 4.7411  -0.295
C13 -2.7642 3.4613 3.7254  -0.731
C14 -2.1878 2.8149 2.6529  -0.570
C15 -2.1738 1.4197 2.5674  0.399
C16 -1.5414 0.7991 1.3878  1.223
O3 -1.0377 1.5669 0.4963  -1.095
N2 -1.5246 -0.5164 1.3138  -0.726
N3 -0.9552 -0.9497 0.1234  -0.125
C17 -1.2396 -2.1634 -0.1829  0.299
S1 -0.8137 -2.8779 -1.7232  -0.111
C18 -1.1101 -4.5752 -1.1573  -0.574
C19 -2.3402 -4.5387 -0.2733  -0.555
S2 -2.1425 -3.1832 0.9159  -0.093
H5 -2.3544 -0.9925 2.7897  0.689
H6 -3.7929 0.7251 5.4596  0.415
H7 -3.8021 3.1978 5.5895  0.373
H8 -2.7658 4.5414 3.7751  0.409
H9 -1.7320 3.3734 1.8471  0.417
H10 -0.2396 -4.9376 -0.6116  0.285
H11 -1.2647 -5.1922 -2.0413  0.406
H12 -2.4563 -5.4616 0.2935  0.385
H13 -3.2388 -4.3662 -0.8642  0.325

Cartesian forces (eV/Å) of the 6 atoms listed first:
Pd 0.194 0.097 0.693
Cl 0.037 -0.005 -0.010
C -0.047 0.088 -0.014
C 0.073 -0.069 0.005
C -0.102 -0.050 0.026
I -0.002 -0.004 -0.001

Values from the calculation:
- Energy relative to the best compared isomer or geometry (same formula, charge and spin): 0.7570 eV
- Spin multiplicity: 1